Density functional theory data (wB97M-V/def2-TZVPD) for a 2-piece molecular cluster, C19H32FNO4 overall at a distorted geometry.

```
57
Properties=species:S:1:pos:R:3:nbo_charge:R:1
C -3.94 -1.47 -3.54 -0.34
C -3.55 -0.60 -2.56 -0.22
C -2.27 -0.79 -1.84 0.08
C -1.19 0.03 -2.10 -0.24
C 0.01 -0.15 -1.43 0.35
C 1.14 0.82 -1.73 -0.48
C 0.67 2.30 -1.82 -0.40
C 0.42 2.80 -0.38 -0.64
N 0.18 -1.14 -0.54 -0.32
C 1.43 -1.41 0.22 0.39
F 2.54 -1.39 -0.56 -0.31
C 1.52 -0.50 1.48 -0.47
C 2.69 0.53 1.47 -0.62
C -0.87 -1.94 -0.28 0.10
C -2.08 -1.81 -0.86 -0.09
C -3.19 -2.76 -0.42 -0.08
O -3.82 -2.34 0.78 -0.52
C -3.38 -3.03 1.92 0.22
O -2.22 -2.45 2.48 -0.56
C -2.53 -1.58 3.57 -0.09
C -1.27 -1.22 4.35 -0.09
O -0.81 0.04 3.87 -0.72
H -4.17 -2.52 -3.30 0.20
H -4.07 -1.16 -4.58 0.22
H -4.19 0.27 -2.32 0.24
H -1.32 0.81 -2.84 0.25
H 1.92 0.80 -0.97 0.28
H 1.55 0.55 -2.72 0.25
H -0.18 2.45 -2.49 0.17
H 1.53 2.84 -2.23 0.27
H -0.28 3.64 -0.30 0.21
H 1.42 3.02 0.04 0.29
H 0.03 1.95 0.21 0.16
H 1.32 -2.44 0.58 0.17
H 0.56 -0.01 1.64 0.24
H 1.66 -1.16 2.35 0.21
H 2.28 1.51 1.21 0.25
H 3.05 0.62 2.51 0.21
H 3.55 0.25 0.86 0.25
H -0.73 -2.73 0.46 0.23
H -3.94 -2.81 -1.22 0.20
H -2.73 -3.76 -0.33 0.18
H -3.14 -4.09 1.72 0.16
H -4.22 -3.03 2.63 0.17
H -2.99 -0.65 3.21 0.20
H -3.20 -2.10 4.27 0.17
H -0.50 -1.99 4.21 0.18
H -1.47 -1.15 5.44 0.17
H 0.06 0.20 4.26 0.47
C 5.50 3.95 -1.72 -0.62
C 4.15 3.22 -1.86 -0.02
O 3.68 2.85 -0.65 -0.99
H 6.25 3.30 -1.26 0.18
H 5.88 4.26 -2.70 0.16
H 5.40 4.85 -1.11 0.19
H 4.34 2.40 -2.61 0.07
H 3.50 3.93 -2.46 0.06
```

Its total charge is 0.

Density functional theory data (wB97M-V/def2-TZVPD) for C19H32GeN4RuS5Se as an isolated structure at a distorted geometry.

```
63
Properties=species:S:1:pos:R:3:lowdin_spin:R:1
Ru 0.11 -0.21 -0.55 1.09
C 0.05 1.73 -4.02 0.01
C 1.40 1.05 -4.17 0.01
S 2.14 0.62 -2.54 0.05
C 2.90 -1.00 -2.89 0.00
C 1.98 -2.12 -3.35 0.00
S 0.31 -2.22 -2.59 -0.01
C -0.79 -1.69 -3.98 0.00
C -1.74 -0.54 -3.70 0.00
S -1.11 0.94 -2.84 0.04
H 0.17 2.73 -3.62 0.00
H -0.46 1.78 -4.98 0.00
H 1.34 0.14 -4.75 0.00
H 2.09 1.74 -4.66 0.00
H 3.68 -0.85 -3.63 0.00
H 3.36 -1.26 -1.94 0.00
H 1.83 -2.08 -4.43 0.00
H 2.44 -3.08 -3.11 0.00
H -0.14 -1.48 -4.83 0.00
H -1.39 -2.57 -4.21 0.00
H -2.19 -0.21 -4.63 0.00
H -2.54 -0.87 -3.03 0.00
S -2.35 -0.92 -0.34 -0.05
C -1.85 -1.73 1.09 -0.01
S -0.52 -1.01 1.90 -0.12
C -2.44 -2.90 1.54 0.00
C -1.86 -3.61 2.61 0.00
N -1.30 -4.20 3.42 0.00
C -3.51 -3.49 0.85 0.00
N -4.36 -3.97 0.25 0.00
C -3.82 2.37 2.26 0.00
Ge -2.00 2.93 2.80 0.00
C -1.27 1.63 4.11 0.00
C -1.94 4.75 3.59 0.00
C -1.03 3.17 1.01 0.00
Se 0.57 2.22 0.43 -0.04
C 1.54 2.02 2.10 0.00
H -4.44 2.19 3.14 0.00
H -3.78 1.45 1.69 0.00
H -4.31 3.13 1.65 0.00
H -2.03 1.48 4.87 0.00
H -0.37 1.98 4.60 0.00
H -1.07 0.66 3.65 0.00
H -2.53 4.76 4.50 0.00
H -2.36 5.49 2.92 0.00
H -0.93 5.04 3.84 0.00
H -0.78 4.23 0.94 0.00
H -1.75 2.97 0.21 0.00
H 1.31 2.88 2.74 0.00
H 2.60 2.02 1.87 0.00
H 1.25 1.09 2.59 0.00
C 1.31 -3.58 0.94 0.00
C 2.26 -2.45 0.90 0.00
N 2.07 -1.29 0.30 0.03
C 3.21 -0.56 0.47 0.00
C 4.11 -1.30 1.18 0.00
N 3.49 -2.48 1.44 0.00
H 0.57 -3.45 0.15 0.00
H 0.79 -3.63 1.90 0.00
H 1.83 -4.52 0.80 0.00
H 3.31 0.43 0.07 0.00
H 5.11 -1.08 1.48 0.00
H 3.87 -3.24 1.98 0.00
```

As for the energy relative to the best compared isomer or geometry (same formula, charge and spin): 0.66 kcal/mol. Its total charge is +1. As for the spin multiplicity: 2. Its expectation value of S² is 0.823.

Density functional theory data (wB97M-V/def2-TZVPD) for C19H32N3O2PSiTc as an isolated structure at a distorted geometry.

```
59
Properties=species:S:1:pos:R:3:lowdin_spin:R:1
Tc -0.31 -0.03 -0.42 1.85
Si 1.94 0.17 -1.06 0.06
P -0.89 0.38 -2.55 0.03
N -0.61 -1.81 -0.75 0.45
H -0.69 2.80 1.66 0.00
C -2.64 0.68 -2.96 0.01
H -2.76 0.83 -4.04 0.00
H -3.00 1.57 -2.43 0.00
H -3.25 -0.18 -2.66 0.00
C -0.15 1.84 -3.35 0.00
H -0.56 1.93 -4.37 0.00
H 0.93 1.76 -3.41 0.00
H -0.42 2.75 -2.79 0.00
C -0.53 -0.96 -3.74 0.00
H -0.72 -0.62 -4.76 0.00
H -1.17 -1.82 -3.53 0.00
H 0.52 -1.28 -3.66 0.00
C 2.64 1.90 -0.71 0.02
H 2.43 2.23 0.32 0.00
H 2.26 2.65 -1.41 0.00
H 3.73 1.82 -0.82 0.00
H 2.78 -0.66 -0.15 0.01
H 2.40 -0.21 -2.43 0.00
C -0.55 -3.15 -0.88 0.05
C -1.59 -5.34 -0.69 -0.01
C -1.67 -3.96 -0.53 0.09
C 0.67 -3.77 -1.29 0.10
C 0.72 -5.15 -1.43 -0.01
C -0.41 -5.93 -1.15 0.11
H -2.46 -5.95 -0.44 0.00
H -2.55 -3.45 -0.14 0.01
H 1.55 -3.13 -1.45 0.00
H 1.65 -5.62 -1.77 0.00
H -0.37 -7.01 -1.29 0.01
C -1.29 2.89 0.74 0.02
O -1.23 1.67 0.02 0.16
C -2.75 3.10 1.14 0.00
H -3.04 4.16 1.06 0.00
H -2.89 2.79 2.18 0.00
H -3.42 2.51 0.51 0.00
C -0.71 4.06 -0.04 0.00
H -1.42 4.44 -0.78 0.00
H 0.23 3.80 -0.56 0.00
H -0.48 4.87 0.67 0.00
N 2.37 1.73 5.55 0.00
C 1.96 1.82 4.25 0.00
O 2.06 2.86 3.60 0.00
C 1.40 0.57 3.66 0.00
C 1.41 -0.70 4.26 0.01
C 0.87 -1.77 3.56 0.00
C 0.33 -1.55 2.29 0.01
N 0.37 -0.34 1.69 0.01
C 0.90 0.71 2.36 0.01
H 2.65 2.57 6.03 0.00
H 2.20 0.92 6.12 0.00
H 1.84 -0.88 5.24 0.00
H 0.85 -2.77 3.96 0.00
H -0.11 -2.37 1.72 0.00
H 0.96 1.67 1.85 0.00
```

As for the energy relative to the best compared isomer or geometry (same formula, charge and spin): 0.00 kcal/mol. Its total charge is 0. As for the spin multiplicity: 4. Its expectation value of S² is 3.799.

Density functional theory data (wB97M-V/def2-TZVPD) for the molecule C19H32N4O4S at a distorted geometry.

```
60
Properties=species:S:1:pos:R:3:nbo_charge:R:1
C -5.32 -1.82 0.53 -0.65
C -4.99 -0.44 0.13 0.19
N -5.87 0.40 -0.36 -0.13
O -5.22 1.57 -0.61 -0.27
C -3.93 1.46 -0.26 0.40
C -3.03 2.62 -0.42 -0.67
C -3.72 0.19 0.21 -0.52
S -2.25 -0.57 0.84 2.35
O -1.16 0.36 0.66 -0.97
O -2.52 -1.04 2.16 -0.93
N -2.16 -1.89 -0.18 -0.68
C -1.68 -3.11 0.43 -0.23
C -0.17 -3.09 0.61 -0.41
C 0.51 -2.86 -0.74 -0.31
C 2.04 -2.84 -0.58 0.69
O 2.76 -3.66 -1.10 -0.63
N 2.49 -1.86 0.22 -0.64
C 3.89 -1.58 0.41 -0.22
C 4.01 -0.27 1.20 -0.22
N 3.06 0.70 0.68 -0.47
C 3.52 1.32 -0.55 -0.22
C 2.38 2.12 -1.18 -0.40
C 1.87 3.19 -0.22 -0.22
C 0.71 3.96 -0.82 -0.60
C 1.48 2.50 1.09 -0.41
C 2.66 1.70 1.64 -0.21
C -0.01 -1.57 -1.37 -0.42
C -1.54 -1.60 -1.46 -0.23
H -4.94 -2.00 1.54 0.24
H -6.39 -1.97 0.50 0.24
H -4.83 -2.52 -0.14 0.24
H -2.96 2.91 -1.47 0.24
H -3.41 3.47 0.14 0.24
H -2.05 2.34 -0.05 0.26
H -1.99 -3.95 -0.20 0.20
H -2.19 -3.19 1.40 0.24
H 0.08 -2.29 1.31 0.21
H 0.17 -4.04 1.05 0.23
H 0.28 -3.70 -1.40 0.22
H 1.90 -1.08 0.48 0.42
H 4.37 -2.40 0.96 0.21
H 4.39 -1.51 -0.56 0.19
H 3.74 -0.47 2.24 0.20
H 5.05 0.09 1.18 0.18
H 4.38 1.99 -0.36 0.16
H 3.84 0.54 -1.24 0.20
H 1.56 1.44 -1.42 0.20
H 2.73 2.57 -2.11 0.21
H 2.69 3.89 -0.01 0.19
H 1.01 4.47 -1.73 0.21
H -0.10 3.28 -1.06 0.20
H 0.33 4.70 -0.12 0.21
H 0.64 1.83 0.91 0.22
H 1.17 3.24 1.83 0.21
H 3.49 2.39 1.89 0.16
H 2.35 1.20 2.56 0.20
H 0.27 -0.71 -0.76 0.22
H 0.41 -1.44 -2.37 0.22
H -1.87 -2.37 -2.16 0.21
H -1.92 -0.63 -1.79 0.22
```

As for the energy relative to the best compared isomer or geometry (same formula, charge and spin): 15.16 kcal/mol. Its structure (SMILES) is Cc1noc(C)c1S(=O)(=O)N1CCC(C(=O)NCCN2CCC(C)CC2)CC1. Its total charge is 0.

| no. | energy (Ha) |
| --- | --- |
| 1 | -1198.4715 |
| 2 | -7526.1206 |
| 3 | -1769.5502 |
| 4 | -1661.3539 |